(1)
Here is a molecular structure, C15H25O5Ti in a non-equilibrium geometry from the OMol25 dataset. Energies are from ωB97M-V/def2-TZVPD.

For the frontier orbital gap (alpha / beta), the calculation gives 8.35 / 8.09 eV. As for the HOMO energy (alpha / beta): -10.3 / -11.9 eV.

Geometry as ORCA input:
```
! wB97M-V def2-TZVPD RIJCOSX def2/J DEFGRID3
* xyz 1 3
Ti 0.806 0.080 -0.956
C -2.198 -1.352 -0.067
C -1.397 -2.155 0.951
O -0.721 -1.342 1.877
C -1.490 -0.562 2.772
C -1.333 0.934 2.426
O -0.109 1.228 1.770
C 1.063 1.123 2.569
C 1.934 -0.054 2.121
O 2.003 -0.176 0.686
C 2.548 0.908 -0.026
C 0.854 2.190 -1.124
O -0.189 1.623 -1.891
C -1.536 1.927 -1.503
C -2.274 0.619 -1.358
O -1.474 -0.196 -0.503
H -3.141 -1.012 0.374
H -2.441 -1.993 -0.920
H -0.601 -2.709 0.459
H -2.071 -2.864 1.444
H -1.122 -0.766 3.780
H -2.546 -0.837 2.742
H -1.429 1.535 3.335
H -2.111 1.249 1.732
H 0.820 0.995 3.626
H 1.606 2.064 2.468
H 1.518 -0.993 2.467
H 2.946 0.058 2.514
H 3.456 0.647 -0.559
H 2.671 1.806 0.566
H 1.586 2.660 -1.771
H 0.504 2.833 -0.322
H -1.992 2.557 -2.266
H -1.536 2.456 -0.549
H -2.413 0.129 -2.325
H -3.257 0.794 -0.911
C 1.827 -2.000 -1.500
C 0.478 -2.074 -1.886
C 0.248 -1.076 -2.861
C 1.462 -0.393 -3.088
C 2.439 -0.969 -2.250
H 2.336 -2.677 -0.833
H -0.209 -2.864 -1.628
H -0.646 -0.963 -3.455
H 1.636 0.356 -3.845
H 3.494 -0.749 -2.282
*
```

=====

(2)
Here is a molecular structure, C3H6BrClIN in a non-equilibrium geometry from the OMol25 dataset. Energies are from ωB97M-V/def2-TZVPD.

The energy above the lowest of the compared OMol25 structures with the same formula, charge and spin is 62.7 kJ/mol. For the frontier orbital gap (alpha / beta), the calculation gives 7.43 / 7.43 eV. As for the HOMO energy (alpha / beta): -8.4 / -8.4 eV.

Geometry as ORCA input:
```
! wB97M-V def2-TZVPD RIJCOSX def2/J DEFGRID3
* xyz 0 1
C 1.047 -0.483 0.896
C 0.358 0.632 -1.193
C -1.159 0.264 0.562
N 0.060 0.423 0.252
Cl -1.627 -0.095 2.121
Br -1.476 -2.168 -0.701
I -2.650 1.520 -0.382
H 1.137 -0.394 1.918
H 0.921 -1.508 0.460
H 2.033 -0.175 0.585
H 0.930 -0.313 -1.435
H -0.589 0.881 -1.766
H 1.016 1.417 -1.317
*
```

=====

(3)
Here is 6 unconnected molecules or ions with the total composition C49H70BrF19N2O16S2 in a non-equilibrium geometry from the OMol25 dataset. Energies are from ωB97M-V/def2-TZVPD.

As for the SMILES: CCCCCCCCCCCC[C@@]1(NCCCC)OC(=O)[C@](S(=O)(=O)F)(S(=O)(=O)C(F)(F)F)[C@]1(C[C@H](C)Br)c1cccnc1.CCOC(=O)C(F)(F)F.CCOC(=O)C(F)(F)F.CCOC(=O)C(F)(F)F.CCOC(=O)C(F)(F)F.CCOC(=O)C(F)(F)F. For the frontier orbital gap, the calculation gives 8.71 eV. As for the HOMO energy: -9.6 eV.

Geometry as ORCA input:
```
! wB97M-V def2-TZVPD RIJCOSX def2/J DEFGRID3
* xyz 0 1
C -7.663 4.090 5.113
C -7.229 3.651 3.642
C -7.825 4.639 2.560
C -7.508 4.186 1.079
C -6.344 5.032 0.396
C -5.075 4.065 0.319
C -3.870 4.806 -0.420
C -3.198 3.790 -1.431
C -2.129 2.911 -0.695
C -1.634 1.661 -1.548
C -0.997 0.586 -0.577
C -2.210 -0.266 0.030
C -1.771 -1.649 0.619
N -1.548 -2.732 -0.324
C -1.725 -2.497 -1.758
C -3.202 -2.659 -2.323
C -3.789 -4.123 -2.128
C -4.313 -4.719 -3.519
O -0.350 -1.344 1.013
C 0.091 -2.059 2.125
O 1.036 -2.733 2.261
C -1.124 -1.719 3.150
S -0.682 0.031 3.560
O 0.767 0.098 3.449
O -1.055 0.454 4.894
F -1.251 1.149 2.530
S -0.906 -2.657 4.711
O 0.272 -2.127 5.401
O -0.568 -4.078 4.547
C -2.271 -2.597 5.968
F -2.989 -1.453 6.036
F -1.649 -2.724 7.182
F -3.127 -3.665 5.914
C -2.303 -2.072 2.099
C -3.542 -1.238 2.613
C -4.895 -1.308 1.824
C -5.000 -2.181 0.535
Br -5.523 0.540 1.344
C -2.621 -3.615 2.291
C -3.866 -4.081 2.936
C -4.123 -5.519 3.111
C -3.078 -6.400 2.604
N -1.929 -6.035 1.989
C -1.749 -4.707 1.850
H -8.635 3.597 5.378
H -7.796 5.199 5.188
H -6.897 3.784 5.878
H -6.110 3.609 3.605
H -7.622 2.606 3.512
H -8.935 4.633 2.701
H -7.456 5.686 2.732
H -7.186 3.111 1.106
H -8.437 4.250 0.460
H -6.090 5.961 0.960
H -6.604 5.263 -0.673
H -5.409 3.162 -0.255
H -4.785 3.719 1.349
H -3.111 5.120 0.348
H -4.222 5.723 -0.968
H -2.764 4.392 -2.266
H -4.005 3.124 -1.852
H -2.507 2.575 0.315
H -1.241 3.571 -0.480
H -0.843 2.063 -2.240
H -2.468 1.239 -2.165
H -0.433 1.150 0.202
H -0.262 -0.042 -1.135
H -2.942 -0.344 -0.821
H -2.704 0.430 0.746
H -0.621 -3.148 -0.220
H -1.155 -3.314 -2.292
H -1.328 -1.545 -2.192
H -3.088 -2.529 -3.440
H -3.898 -1.852 -1.995
H -4.725 -3.990 -1.514
H -3.077 -4.817 -1.624
H -5.287 -5.267 -3.388
H -4.467 -3.927 -4.290
H -3.525 -5.434 -3.865
H -3.748 -1.579 3.669
H -3.319 -0.139 2.731
H -5.686 -1.662 2.540
H -4.144 -2.845 0.282
H -5.256 -1.512 -0.331
H -5.901 -2.852 0.639
H -4.629 -3.387 3.344
H -5.055 -5.861 3.603
H -3.243 -7.496 2.763
H -0.783 -4.403 1.376
C 3.810 -1.379 0.249
C 4.586 -0.998 -0.993
O 4.343 -1.943 -2.052
C 3.222 -1.759 -2.753
O 2.427 -0.882 -2.559
C 3.120 -2.800 -3.870
F 3.427 -4.037 -3.442
F 3.960 -2.520 -4.883
F 1.887 -2.867 -4.392
H 4.039 -2.405 0.544
H 4.053 -0.711 1.076
H 2.735 -1.331 0.070
H 5.655 -1.029 -0.785
H 4.351 0.017 -1.318
C 7.615 3.918 -3.697
C 7.053 4.957 -2.749
O 5.842 4.483 -2.137
C 5.999 3.677 -1.083
O 7.056 3.338 -0.633
C 4.637 3.288 -0.505
F 3.754 2.946 -1.461
F 4.081 4.301 0.184
F 4.720 2.247 0.333
H 6.862 3.625 -4.432
H 8.488 4.306 -4.220
H 7.902 3.022 -3.162
H 6.792 5.860 -3.302
H 7.783 5.246 -1.990
C -1.715 9.332 -5.503
C -1.039 8.391 -4.527
O -1.752 7.146 -4.441
C -1.491 6.253 -5.403
O -0.723 6.424 -6.305
C -2.280 4.965 -5.155
F -3.560 5.205 -4.819
F -1.745 4.244 -4.150
F -2.311 4.169 -6.230
H -2.765 9.471 -5.236
H -1.219 10.303 -5.506
H -1.694 8.929 -6.517
H -1.051 8.825 -3.527
H 0.006 8.220 -4.792
C 1.254 -6.490 5.263
C 2.697 -6.037 5.207
O 3.588 -7.168 5.176
C 3.776 -7.734 3.981
O 3.263 -7.370 2.962
C 4.780 -8.884 4.094
F 4.537 -9.671 5.158
F 6.040 -8.429 4.227
F 4.765 -9.679 3.016
H 1.096 -7.167 6.105
H 0.587 -5.634 5.367
H 0.977 -7.036 4.359
H 2.941 -5.474 6.108
H 2.879 -5.378 4.357
C 12.420 -2.008 -2.587
C 12.421 -0.528 -2.263
O 11.609 0.199 -3.201
C 10.294 0.201 -2.958
O 9.767 -0.353 -2.037
C 9.565 1.050 -4.001
F 9.995 0.808 -5.251
F 9.745 2.370 -3.780
F 8.243 0.833 -4.004
H 12.727 -2.174 -3.621
H 13.099 -2.547 -1.925
H 11.421 -2.434 -2.478
H 13.432 -0.132 -2.355
H 12.092 -0.340 -1.240
*
```

=====

(4)
Here is 3 unconnected molecules or ions with the total composition CH7N3 in a non-equilibrium geometry from the OMol25 dataset. Energies are from ωB97M-V/def2-TZVPD.

The energy above the lowest of the compared OMol25 structures with the same formula, charge and spin is 458.0 kJ/mol. For the frontier orbital gap, the calculation gives 9.58 eV. As for the HOMO energy: -8.7 eV.

Geometry as ORCA input:
```
! wB97M-V def2-TZVPD RIJCOSX def2/J DEFGRID3
* xyz 0 1
C 1.054 -0.377 0.361
N 0.162 -0.012 -0.705
H 0.398 -0.385 -1.616
H -0.778 2.207 -0.726
H 1.246 0.484 1.006
H 0.608 -1.157 1.013
H 1.978 -0.820 -0.007
N -1.456 -0.184 -0.454
N -1.850 -0.570 0.603
H -1.196 -0.696 1.402
H -0.166 1.512 -0.877
*
```

=====

(5)
Here is a molecular structure, C32H27ClN5O5PdSSe from the OMol25 dataset. Energies are from ωB97M-V/def2-TZVPD.

For the frontier orbital gap (alpha / beta), the calculation gives 7.50 / 6.57 eV. As for the HOMO energy (alpha / beta): -5.0 / -5.1 eV.

Geometry as ORCA input:
```
! wB97M-V def2-TZVPD RIJCOSX def2/J DEFGRID3
* xyz -1 3
Pd -0.183 -0.054 -0.658
O 1.382 1.512 -1.759
S 2.480 0.574 -1.578
O 3.467 0.519 -2.625
N 1.737 -0.789 -1.285
C 2.232 -2.034 -1.034
C 3.561 -2.401 -0.929
C 3.910 -3.748 -0.739
C 2.966 -4.737 -0.666
C 1.597 -4.406 -0.775
C 0.551 -5.355 -0.798
C -0.742 -4.935 -0.934
C -1.011 -3.555 -1.004
N -0.066 -2.650 -0.983
C 1.225 -3.051 -0.915
C 3.350 1.038 -0.084
C 4.408 1.929 -0.178
C 5.056 2.339 0.977
C 4.645 1.854 2.212
C 3.603 0.941 2.294
C 2.953 0.525 1.141
H 4.324 -1.641 -1.035
H 4.958 -4.011 -0.660
H 3.252 -5.775 -0.540
H 0.795 -6.410 -0.730
H -1.558 -5.644 -0.987
H -2.029 -3.186 -1.065
H 4.705 2.290 -1.154
H 5.879 3.039 0.913
H 5.144 2.188 3.114
H 3.290 0.560 3.257
H 2.146 -0.191 1.185
Cl 0.995 -4.831 4.479
C -0.052 -3.868 3.475
C -1.315 -4.340 3.158
C -2.138 -3.570 2.350
C -1.711 -2.344 1.855
C -0.450 -1.883 2.212
C 0.389 -2.639 3.017
C -2.663 -1.533 0.970
O -3.860 -1.811 1.056
O -2.179 -0.660 0.168
H -1.654 -5.287 3.554
H -3.133 -3.910 2.095
H -0.130 -0.905 1.884
H 1.369 -2.275 3.297
N -1.640 0.626 -2.595
C -2.515 1.281 -2.207
N -3.592 1.944 -1.823
C -3.979 1.980 -0.408
C -5.491 2.080 -0.333
O -5.979 3.192 -1.081
C -5.634 3.062 -2.443
C -4.123 3.033 -2.629
H -3.518 2.839 0.088
H -3.633 1.067 0.070
H -5.809 2.229 0.697
H -5.937 1.153 -0.716
H -6.070 3.913 -2.966
H -6.058 2.132 -2.847
H -3.697 3.990 -2.301
H -3.866 2.873 -3.675
Se -0.331 1.846 1.141
C 0.459 3.406 0.388
C 1.543 4.023 1.005
C 2.070 5.171 0.435
N 1.595 5.737 -0.671
C 0.554 5.139 -1.252
C -0.052 3.995 -0.766
H 1.971 3.592 1.900
H 2.922 5.669 0.890
H 0.193 5.615 -2.159
H -0.874 3.532 -1.293
*
```

=====

(6)
Here is 10 unconnected molecules or ions with the total composition C30H30F10O30 in a non-equilibrium geometry from the OMol25 dataset. Energies are from ωB97M-V/def2-TZVPD.

As for the SMILES: O=C1OC[C@@H](F)O1.O=C1OC[C@@H](F)O1.O=C1OC[C@@H](F)O1.O=C1OC[C@@H](F)O1.O=C1OC[C@@H](F)O1.O=C1OC[C@@H](F)O1.O=C1OC[C@@H](F)O1.O=C1OC[C@@H](F)O1.O=C1OC[C@@H](F)O1.O=C1OC[C@@H](F)O1. The energy above the lowest of the compared OMol25 structures with the same formula, charge and spin is 105.0 kJ/mol. For the frontier orbital gap, the calculation gives 10.39 eV. As for the HOMO energy: -10.9 eV.

Geometry as ORCA input:
```
! wB97M-V def2-TZVPD RIJCOSX def2/J DEFGRID3
* xyz 0 1
O 30.656 -5.662 -4.569
C 30.774 -5.847 -3.404
O 30.676 -7.044 -2.764
C 30.922 -6.887 -1.358
C 31.575 -5.537 -1.345
F 32.933 -5.743 -1.372
O 31.148 -4.887 -2.495
H 29.988 -6.807 -0.799
H 31.528 -7.708 -0.990
H 31.267 -5.100 -0.394
O 25.361 -2.535 4.909
C 25.607 -1.664 4.153
O 25.126 -1.483 2.900
C 25.683 -0.296 2.340
C 26.769 0.093 3.320
F 26.535 1.426 3.587
O 26.441 -0.619 4.479
H 26.085 -0.322 1.328
H 24.863 0.421 2.325
H 27.798 -0.033 2.981
O 28.655 -5.506 1.701
C 28.391 -4.659 0.925
O 28.522 -4.775 -0.421
C 28.191 -3.562 -1.037
C 27.415 -2.822 0.026
F 26.068 -3.066 -0.061
O 27.916 -3.380 1.193
H 29.121 -3.063 -1.322
H 27.663 -3.646 -1.986
H 27.577 -1.750 -0.080
O 29.311 0.032 -0.710
C 28.876 1.108 -0.451
O 28.810 2.148 -1.283
C 27.995 3.177 -0.772
C 27.431 2.566 0.463
F 26.196 1.994 0.265
O 28.289 1.465 0.721
H 28.618 4.061 -0.628
H 27.261 3.433 -1.538
H 27.344 3.299 1.265
O 31.922 -8.545 1.215
C 31.660 -8.102 2.281
O 31.811 -8.727 3.459
C 31.341 -7.912 4.536
C 30.892 -6.616 3.835
F 31.737 -5.581 4.128
O 31.094 -6.867 2.473
H 30.559 -8.549 4.951
H 32.161 -7.741 5.232
H 29.866 -6.378 4.108
O 25.982 -3.892 -7.466
C 26.179 -4.479 -6.467
O 27.400 -4.757 -5.919
C 27.213 -5.579 -4.768
C 25.817 -5.137 -4.342
F 25.791 -3.991 -3.611
O 25.238 -4.965 -5.595
H 27.282 -6.659 -4.896
H 27.874 -5.401 -3.917
H 25.305 -5.877 -3.719
O 26.501 -1.225 -2.837
C 25.912 -0.194 -2.767
O 26.276 0.915 -3.421
C 25.235 1.866 -3.349
C 24.317 1.312 -2.239
F 23.053 1.215 -2.759
O 24.870 0.079 -1.935
H 25.627 2.812 -2.978
H 24.669 1.939 -4.276
H 24.261 1.941 -1.352
O 31.134 -1.282 -6.990
C 30.282 -1.253 -6.160
O 29.121 -1.922 -6.241
C 28.283 -1.516 -5.149
C 29.335 -1.046 -4.135
F 29.769 -2.128 -3.438
O 30.318 -0.599 -4.984
H 27.539 -0.793 -5.485
H 27.786 -2.454 -4.908
H 28.803 -0.351 -3.486
O 29.570 -10.651 4.505
C 28.808 -10.062 3.804
O 28.872 -10.089 2.469
C 28.063 -9.069 1.932
C 26.997 -8.958 3.042
F 25.936 -9.793 2.927
O 27.793 -9.261 4.200
H 28.602 -8.118 1.942
H 27.648 -9.324 0.963
H 26.530 -7.979 3.133
O 25.950 -6.909 0.943
C 25.054 -6.141 1.093
O 25.169 -4.939 1.644
C 23.935 -4.254 1.631
C 23.152 -5.052 0.603
F 23.297 -4.563 -0.667
O 23.784 -6.307 0.631
H 23.423 -4.394 2.584
H 23.982 -3.202 1.369
H 22.082 -5.073 0.811
*
```